Below is 2 unconnected molecules or ions with the total composition C6H18SSi2 in a non-equilibrium geometry, with properties calculated with ωB97M-V with the def2-TZVPD basis set.

LUMO energy (Ha): -0.0040
F_max (eV Å⁻¹): 3.77
HOMO (eV): -7.50
Energy relative to the best compared isomer or geometry (same formula, charge and spin) (kcal per mole): 39.1
HOMO-LUMO gap (Eh): 0.27150

Each line ends with the Löwdin charge.
Cartesian coordinates (Å):
1 C 1.43793 0.55867 1.65182  -0.106
2 C 0.55720 1.71581 -0.38130  -0.159
3 C 0.94107 2.88418 1.75871  -0.153
4 C 0.46981 -2.79356 -2.93436  -0.330
5 C -1.65782 -1.25707 -1.56177  -0.345
6 C 0.44713 1.64189 1.08462  -0.734
7 Si -1.46914 1.44889 1.63847  0.519
8 Si 0.04980 -1.71169 -1.37954  0.755
9 S -1.72828 -0.76646 2.16852  0.355
10 H 1.66200 0.74693 2.67200  0.062
11 H 0.97318 -0.43656 1.38090  0.018
12 H 2.28453 0.70894 1.01825  0.066
13 H -0.26495 2.33036 -0.79514  0.080
14 H 0.38998 0.78365 -1.00156  0.012
15 H 1.52684 1.98230 -0.70498  0.072
16 H 0.98271 2.89458 2.84229  0.085
17 H 1.92357 3.12768 1.34752  0.096
18 H 0.28230 3.60312 1.42013  0.042
19 H 0.19447 -2.22447 -3.86144  0.025
20 H 1.50915 -3.11628 -3.01861  -0.004
21 H -0.22303 -3.63521 -2.84622  0.007
22 H -2.15386 -1.64600 -0.76067  -0.055
23 H -1.85134 -0.19236 -1.54535  0.027
24 H -2.12445 -1.64761 -2.47677  0.042
25 H -2.44366 1.75029 0.52528  -0.050
26 H -1.75125 2.35717 2.76121  -0.061
27 H -2.43904 -1.10195 1.09590  -0.268

Forces on atoms 1 to 6 (eV/Å):
C -2.74 -1.02 -2.33
C -2.09 -0.88 -2.28
C 0.81 0.18 -0.64
C -0.74 1.27 -0.20
C -1.04 0.89 -3.51
C -0.43 -1.98 2.95

Below is a single C3H5NO molecule in a non-equilibrium geometry, with properties calculated with ωB97M-V with the def2-TZVPD basis set.

LUMO energy (Ha): 0.0037
F_max (eV Å⁻¹): 3.96
SMILES string: C=NC(C)=O
HOMO (eV): -9.73
Energy relative to the best compared isomer or geometry (same formula, charge and spin) (kcal per mole): 58.0
HOMO-LUMO gap (Eh): 0.36113

Each line ends with the Löwdin charge.
Cartesian coordinates (Å):
1 C -1.06628 0.25972 -0.03182  -0.477
2 C 1.35337 1.32111 0.00630  0.012
3 C -0.57625 -1.21968 -0.04443  -0.028
4 N 0.11244 0.99763 0.02363  0.066
5 O -2.30834 0.33064 -0.12551  0.016
6 H 2.01112 1.16349 0.88860  0.090
7 H 1.76530 1.72365 -0.89019  0.065
8 H -1.22775 -1.72711 0.74839  0.101
9 H 0.48650 -1.08045 0.41417  0.084
10 H -0.55011 -1.76900 -0.98915  0.072

Forces on atoms 1 to 6 (eV/Å):
C -0.46 -2.91 -1.30
C -2.75 -1.09 1.08
C 1.78 0.34 2.85
N -0.58 1.05 -0.02
O 3.01 2.50 0.65
H -0.51 0.39 -0.39

Below is a gas-phase ion, C6H12N (charge +1) in a non-equilibrium geometry, with properties calculated with ωB97M-V with the def2-TZVPD basis set.

LUMO energy (Ha): -0.1955
F_max (eV Å⁻¹): 3.84
SMILES string: C=[NH+]C(=C)CCC
HOMO (eV): -14.28
Charge: +1
Energy relative to the best compared isomer or geometry (same formula, charge and spin) (kcal per mole): 83.5
HOMO-LUMO gap (Eh): 0.32926

Each line ends with the Löwdin charge.
Cartesian coordinates (Å):
1 C -1.17102 -1.94606 1.50942  -0.079
2 C 0.12067 -1.10378 1.67241  -0.227
3 C 0.07834 0.34489 1.00861  -0.150
4 C -0.02654 0.22295 -0.54236  -0.273
5 C -0.54935 -0.68749 -1.40366  0.150
6 C 0.59329 2.24735 -1.69151  0.207
7 N 0.94917 1.22288 -0.95002  0.025
8 H -1.18532 -2.69924 0.70814  0.079
9 H -1.28061 -2.61126 2.35304  0.081
10 H -1.91615 -1.27111 1.44216  0.037
11 H 0.51866 -0.80681 2.64376  0.097
12 H 1.06847 -1.65937 1.38128  0.122
13 H -0.64783 0.95426 1.63634  0.135
14 H 0.87593 1.18016 1.29802  0.147
15 H -0.35447 -0.83981 -2.47975  0.099
16 H -1.03510 -1.55686 -1.01104  0.054
17 H 1.47118 2.68320 -2.18237  0.122
18 H -0.39194 2.70606 -1.75679  0.136
19 H 1.96065 0.89347 -0.70005  0.239

Forces on atoms 1 to 6 (eV/Å):
C 3.34 -1.77 0.71
C 2.80 0.77 -0.54
C -0.46 -0.13 0.92
C 0.03 0.25 1.57
C 1.36 0.73 0.60
C 3.24 -1.22 1.08

Below is a molecular structure, C12H30NO6Sr in a non-equilibrium geometry, with properties calculated with ωB97M-V with the def2-TZVPD basis set.

LUMO energy (Ha): -0.2296
F_max (eV Å⁻¹): 4.49
HOMO (eV): -10.01
Charge: +1
HOMO-LUMO gap (Eh): 0.13814

Each line ends with the Löwdin charge.
Cartesian coordinates (Å):
1 Sr -4.67752 -2.21929 1.69928  1.831
2 C -0.51641 -2.43857 -0.16862  0.039
3 C -1.86339 -2.46287 0.65573  -0.715
4 O -2.27041 -1.46307 1.22159  -0.141
5 O -2.50406 -3.56154 0.72141  -0.165
6 H 0.35633 -2.31524 0.47266  0.088
7 H -0.52618 -1.47430 -0.67675  0.060
8 H -0.47714 -3.06562 -1.05932  0.080
9 C -1.63151 -5.85402 -2.45342  -0.176
10 O -2.02340 -7.07286 -1.90557  -0.112
11 H -0.54492 -5.89602 -2.52861  0.091
12 H -2.23600 -5.81084 -3.35941  0.080
13 H -2.08335 -5.02303 -1.91174  0.056
14 H -2.49644 -6.79937 -1.11624  0.036
15 O -3.39812 -6.05271 0.91133  -0.042
16 H -2.92292 -5.26953 0.63377  -0.033
17 H -4.30783 -5.76580 0.99105  0.014
18 O -0.46411 -1.42894 4.10301  -0.039
19 H -1.18381 -2.01603 3.87147  0.006
20 H 0.31807 -1.86139 3.76038  0.039
21 C 2.09917 0.08735 -0.80244  -0.040
22 C 2.02790 1.59243 -0.30080  -0.394
23 C 2.15382 2.45711 -1.69021  -0.130
24 C 1.66011 3.90677 -1.66951  -0.189
25 C 0.23462 3.91662 -1.09969  -0.113
26 C 0.15399 3.25126 0.36522  -0.496
27 N 0.67699 1.88272 0.24519  -0.115
28 O 0.45134 0.99676 1.36658  -0.029
29 C 0.83562 4.09140 1.40631  -0.031
30 C -1.35661 3.10894 0.68394  -0.047
31 C 3.30800 2.09201 0.57115  -0.015
32 H 1.27647 -0.28406 -1.41343  0.066
33 H 2.21485 -0.45870 0.13380  0.066
34 H 3.00285 -0.05704 -1.39458  0.078
35 H 3.24355 2.48040 -1.69659  0.098
36 H 1.79626 1.97891 -2.60211  0.110
37 H 1.87031 4.41894 -2.60845  0.113
38 H 2.23657 4.52660 -0.98278  0.092
39 H -0.34994 3.36161 -1.83342  0.115
40 H -0.19216 4.90790 -0.94697  0.111
41 H 0.31493 5.04898 1.40079  0.091
42 H 0.80869 3.65612 2.40526  0.094
43 H 1.86689 4.31562 1.13371  0.067
44 H -1.67783 2.88075 1.70023  0.079
45 H -1.81285 4.01724 0.29032  0.076
46 H -1.86414 2.35878 0.07750  0.071
47 H 4.16194 1.47144 0.29953  0.077
48 H 3.08398 2.18287 1.63400  0.071
49 H 3.56661 3.13306 0.37763  0.059
50 H -0.33881 0.52821 1.08780  0.063

Forces on atoms 1 to 6 (eV/Å):
Sr 2.39 -0.26 -0.62
C -1.62 1.77 -0.03
C 2.53 -3.07 -2.09
O -1.92 2.70 1.44
O -1.30 0.59 0.17
H -0.02 -0.77 -0.02

Below is 5 unconnected molecules or ions with the total composition C19H35IO8 in a non-equilibrium geometry, with properties calculated with ωB97M-V with the def2-TZVPD basis set.

LUMO energy (Ha): 0.0079
F_max (eV Å⁻¹): 1.11
SMILES string: O=C1O[C@@H](O)[C@H](I)O1.C1CCOC1.C1CCOC1.C1CCOC1.C1CCOC1
HOMO (eV): -9.26
HOMO-LUMO gap (Eh): 0.34830

Each line ends with the Löwdin charge.
Cartesian coordinates (Å):
1 O 2.62421 2.39143 -0.05115  0.194
2 C 2.38475 1.28684 -0.41639  -0.546
3 O 2.62855 0.75815 -1.65167  0.060
4 C 3.03855 -0.57103 -1.32962  -0.435
5 O 4.30779 -0.51836 -0.79770  0.080
6 C 1.94150 -0.92269 -0.33485  -0.609
7 I 0.09060 -1.24272 -1.37234  1.072
8 O 1.82504 0.30237 0.35799  -0.018
9 H 3.01948 -1.16080 -2.23110  0.140
10 H 4.30265 -0.76677 0.12808  0.116
11 H 2.24503 -1.75865 0.27520  0.096
12 C 2.87637 -5.90938 -1.70783  -0.165
13 C 1.97442 -6.56638 -0.66826  -0.167
14 C 1.97572 -5.52991 0.44493  -0.196
15 O 2.12838 -4.25325 -0.18757  -0.179
16 C 2.49712 -4.44422 -1.55986  -0.217
17 H 2.72658 -6.28314 -2.71910  0.114
18 H 3.92546 -6.05705 -1.44138  0.115
19 H 0.96601 -6.68496 -1.07051  0.115
20 H 2.32479 -7.54189 -0.33595  0.113
21 H 2.81944 -5.68018 1.12669  0.118
22 H 1.05488 -5.53190 1.02802  0.119
23 H 1.63374 -4.19236 -2.18431  0.101
24 H 3.31688 -3.76804 -1.81148  0.114
25 C 0.99419 0.69814 -6.45817  -0.168
26 C -0.52560 0.81431 -6.51268  -0.170
27 C -0.95587 -0.33604 -5.61350  -0.206
28 O 0.07285 -0.48925 -4.63129  -0.232
29 C 1.22018 0.27762 -5.01298  -0.213
30 H 1.51542 1.61861 -6.71516  0.113
31 H 1.33337 -0.08726 -7.13779  0.114
32 H -0.84263 1.76709 -6.08288  0.115
33 H -0.93733 0.74129 -7.51798  0.111
34 H -1.03907 -1.27202 -6.17683  0.117
35 H -1.90639 -0.14863 -5.11207  0.116
36 H 1.29123 1.14569 -4.35051  0.118
37 H 2.11785 -0.32885 -4.88316  0.115
38 C -1.92023 1.57505 0.85474  -0.177
39 C -3.44134 1.69052 0.82807  -0.166
40 C -3.85329 0.54429 1.74189  -0.205
41 O -2.80632 0.39727 2.70461  -0.142
42 C -1.66768 1.16038 2.29515  -0.199
43 H -1.40391 2.49492 0.58326  0.116
44 H -1.59073 0.78583 0.17668  0.038
45 H -3.75229 2.64557 1.25836  0.113
46 H -3.87150 1.61117 -0.16933  0.110
47 H -3.94463 -0.39490 1.18493  0.115
48 H -4.79432 0.73185 2.26026  0.115
49 H -1.58733 2.03624 2.95075  0.103
50 H -0.76633 0.55707 2.40962  0.115
51 C -0.89755 4.12255 5.86934  -0.172
52 C -2.05855 3.20169 6.23035  -0.169
53 C -3.22162 4.18050 6.29997  -0.205
54 O -2.93001 5.22132 5.36324  -0.142
55 C -1.57179 5.11259 4.92996  -0.207
56 H -0.05536 3.60906 5.40791  0.111
57 H -0.53543 4.63671 6.76273  0.112
58 H -2.22444 2.47821 5.42827  0.103
59 H -1.91230 2.65197 7.15874  0.111
60 H -3.30678 4.62669 7.29702  0.115
61 H -4.17738 3.72284 6.04337  0.115
62 H -1.56670 4.74539 3.89730  0.110
63 H -1.10836 6.09937 4.94791  0.115

Forces on atoms 1 to 6 (eV/Å):
O -0.50 -0.58 -0.22
C -0.11 0.56 -0.17
O 0.71 0.52 0.37
C -0.86 0.04 -0.70
O 0.37 -0.40 0.01
C 0.10 0.32 -0.61

Question: The lowest F_max belongs to which entry?
Answer: C19H35IO8

Question: Look up the F_max of the second one.
Answer: 3.96 eV Å⁻¹